Record 1
2 unconnected molecules or ions with the total composition C16H17BrClNO3PS2, computed with ωB97M-V/def2-TZVPD.

Computed properties:
Molecular weight: 481.78 g mol⁻¹
LUMO energy: 2.36 eV
Net charge: -1
E_HOMO: -0.1367 Eh
E_tot: -5072.36302 Ha
Kohn-Sham gap: 6.084 eV

Each line ends with the Löwdin charge.
Geometry (Å):
C (5.48, -1.30, -1.21)  -0.173
C (4.18, -1.63, -1.95)  -0.524
S (3.50, -0.16, -2.80)  0.848
C (1.89, 0.04, -2.00)  -0.476
C (1.94, 0.04, -0.50)  -0.351
C (2.99, 0.62, 0.19)  -0.237
C (3.00, 0.64, 1.58)  -0.101
C (1.96, 0.10, 2.30)  -0.035
C (0.89, -0.47, 1.64)  -0.264
C (0.89, -0.50, 0.25)  -0.375
S (-0.53, -1.25, -0.53)  1.069
C (-1.78, -0.65, 0.56)  -0.370
C (-1.47, -0.60, 1.93)  -0.251
C (-2.43, -0.13, 2.82)  -0.012
C (-3.67, 0.29, 2.36)  -0.121
C (-3.98, 0.24, 1.01)  -0.375
P (-5.58, 0.80, 0.33)  0.584
O (-5.06, 2.04, -0.60)  -0.356
Cl (-6.43, 1.75, 1.98)  0.201
C (-3.03, -0.25, 0.09)  -0.218
C (-3.35, -0.34, -1.38)  -0.225
O (-2.70, 0.69, -2.09)  -0.132
O (-3.49, 1.02, -3.23)  -0.023
N (-0.21, -1.02, 2.36)  0.086
H (5.29, -1.22, -0.14)  0.059
H (5.86, -0.33, -1.52)  0.053
H (6.24, -2.08, -1.35)  0.058
H (3.42, -1.99, -1.25)  0.069
H (4.33, -2.38, -2.72)  0.050
H (1.18, -0.70, -2.37)  0.039
H (1.50, 1.02, -2.29)  0.060
H (3.81, 1.08, -0.35)  0.056
H (3.83, 1.10, 2.10)  0.107
H (1.96, 0.11, 3.39)  0.106
H (-2.22, -0.07, 3.88)  0.113
H (-4.38, 0.68, 3.07)  0.051
H (-4.21, 2.41, -0.30)  0.080
H (-3.05, -1.32, -1.75)  0.120
H (-4.43, -0.29, -1.52)  0.074
H (-4.27, 1.43, -2.83)  0.075
H (-0.09, -0.80, 3.34)  0.120
Br (2.20, 3.39, -0.49)  -0.461



Record 2
C16H17Cl3N2O8S3 in the gas phase in a non-equilibrium geometry, computed with ωB97M-V/def2-TZVPD.

Computed properties:
Molecular weight: 567.88 g mol⁻¹
LUMO energy: -0.11 eV
Net charge: 0
E_HOMO: -0.3503 Eh
E_tot: -3906.32124 Ha
Kohn-Sham gap: 9.419 eV
Relative energy (zero: lowest compared OMol25 entry of this formula, charge and spin): 0.243 eV

Each line ends with the Löwdin charge.
Geometry (Å):
O (5.99, -0.46, 2.50)  -0.325
S (4.50, -0.76, 2.55)  0.706
O (4.37, -2.20, 2.19)  -0.312
N (3.54, 0.31, 1.65)  -0.077
C (2.06, 0.25, 1.38)  -0.177
C (1.66, -0.96, 0.49)  -0.320
O (2.09, -2.18, 0.91)  0.003
C (0.14, -0.98, 0.27)  -0.221
O (-0.14, -1.95, -0.77)  -0.026
C (-0.37, 0.44, -0.12)  -0.291
C (-1.90, 0.56, -0.40)  -0.132
N (-2.33, -0.09, -1.66)  -0.114
S (-4.00, -0.01, -1.92)  0.708
O (-4.56, -1.31, -1.44)  -0.336
O (-4.55, 1.04, -1.09)  -0.312
C (-3.96, 0.34, -3.78)  -0.248
C (-4.38, 1.63, -4.07)  -0.062
C (-4.25, 2.08, -5.39)  -0.069
C (-3.86, 1.16, -6.33)  -0.099
C (-3.50, -0.18, -6.05)  -0.640
Cl (-3.27, -1.29, -7.37)  0.669
C (-3.48, -0.62, -4.70)  -0.625
Cl (-3.04, -2.26, -4.30)  0.715
O (0.10, 1.40, 0.75)  -0.033
C (1.55, 1.59, 0.80)  -0.280
O (1.65, 2.58, 1.82)  -0.008
C (3.97, -0.68, 4.23)  -0.661
C (3.09, -1.56, 4.88)  -0.117
C (2.74, -1.17, 6.23)  -0.143
C (3.45, -0.04, 6.53)  -0.957
Cl (3.58, 0.88, 7.99)  0.613
S (4.48, 0.61, 5.22)  1.023
H (3.95, 1.28, 1.76)  0.144
H (1.59, 0.07, 2.29)  0.139
H (2.15, -0.82, -0.49)  0.170
H (3.03, -2.17, 1.14)  0.033
H (-0.41, -1.26, 1.16)  0.158
H (0.47, -2.73, -0.64)  0.124
H (0.11, 0.60, -1.08)  0.156
H (-2.40, 0.17, 0.46)  0.119
H (-2.17, 1.65, -0.55)  0.142
H (-2.15, -1.03, -1.54)  0.034
H (-4.65, 2.37, -3.23)  0.145
H (-4.61, 3.03, -5.62)  0.093
H (-3.87, 1.57, -7.33)  0.111
H (1.98, 1.89, -0.16)  0.173
H (0.94, 3.30, 1.67)  0.155
H (2.68, -2.31, 4.25)  0.106
H (2.00, -1.75, 6.88)  0.148



Record 3
C16H17ClO3S in the gas phase, computed with ωB97M-V/def2-TZVPD.

Computed properties:
Molecular weight: 324.83 g mol⁻¹
LUMO energy: 0.50 eV
Net charge: 0
E_HOMO: -0.3291 Eh
E_tot: -1703.99919 Ha
Kohn-Sham gap: 9.458 eV
Relative energy (zero: lowest compared OMol25 entry of this formula, charge and spin): 0.000 eV

Each line ends with the Löwdin charge.
Geometry (Å):
C (-0.67, 3.10, -1.50)  0.006
C (-0.06, 2.29, -0.34)  -0.555
O (0.16, 3.21, 0.69)  -0.010
C (1.28, 1.68, -0.79)  -0.117
S (2.26, 1.11, 0.65)  0.711
O (3.43, 1.93, 0.75)  -0.309
O (1.42, 1.05, 1.83)  -0.305
C (2.82, -0.59, 0.24)  -0.167
C (1.67, -1.52, 0.09)  -0.282
C (1.32, -2.03, -1.16)  -0.054
C (0.26, -2.91, -1.28)  -0.084
C (-0.47, -3.28, -0.17)  -0.098
C (-0.15, -2.76, 1.07)  -0.072
C (0.92, -1.88, 1.20)  -0.029
C (-1.02, 1.18, 0.06)  -0.166
C (-1.40, 0.21, -0.86)  -0.030
C (-2.30, -0.79, -0.53)  -0.115
C (-2.81, -0.83, 0.76)  -0.688
Cl (-3.91, -2.09, 1.19)  0.676
C (-2.46, 0.13, 1.69)  -0.086
C (-1.57, 1.13, 1.34)  -0.010
H (-0.78, 2.49, -2.39)  0.084
H (-0.03, 3.95, -1.71)  0.092
H (-1.65, 3.47, -1.19)  0.099
H (0.57, 2.74, 1.44)  0.065
H (1.91, 2.43, -1.26)  0.116
H (1.14, 0.82, -1.44)  0.092
H (3.45, -0.86, 1.08)  0.118
H (3.42, -0.49, -0.66)  0.110
H (1.89, -1.75, -2.03)  0.114
H (0.01, -3.31, -2.26)  0.107
H (-1.29, -3.98, -0.26)  0.107
H (-0.72, -3.04, 1.94)  0.110
H (1.17, -1.47, 2.17)  0.116
H (-1.01, 0.23, -1.87)  0.117
H (-2.60, -1.52, -1.25)  0.108
H (-2.87, 0.09, 2.69)  0.108
H (-1.31, 1.88, 2.06)  0.120



Record 4
4 unconnected molecules or ions with the total composition C16H17F24N2O5, computed with ωB97M-V/def2-TZVPD.

Computed properties:
Molecular weight: 773.27 g mol⁻¹
LUMO energy: -5.03 eV
Net charge: +1
E_HOMO: -0.4725 Eh
E_tot: -3502.03450 Ha
Kohn-Sham gap: 7.829 eV

Each line ends with the Löwdin charge.
Geometry (Å):
N (8.02, -2.23, -1.31)  0.235
C (6.74, -1.34, -1.35)  -0.199
O (5.77, -1.94, -0.59)  -0.128
N (5.10, -3.18, -1.26)  0.106
O (4.69, -2.93, -2.29)  0.161
H (8.70, -1.86, -0.64)  0.174
H (7.79, -3.19, -1.01)  0.164
H (8.48, -2.28, -2.23)  0.173
H (7.02, -0.39, -0.87)  0.134
H (6.47, -1.19, -2.41)  0.140
C (4.36, 1.53, 0.93)  -0.049
C (5.69, 1.52, 1.69)  -0.416
C (5.66, 1.26, 3.20)  -0.309
F (4.99, 2.25, 3.82)  0.112
F (6.93, 1.23, 3.65)  0.104
F (6.41, 2.62, 1.42)  0.151
F (6.42, 0.44, 1.20)  0.050
O (3.85, 2.82, 0.64)  0.055
C (2.99, 3.47, 1.47)  -0.540
C (3.54, 4.84, 1.91)  -0.285
F (4.70, 4.67, 2.57)  0.104
F (2.65, 5.41, 2.74)  0.110
F (2.64, 2.73, 2.53)  0.156
F (1.86, 3.74, 0.77)  0.142
H (4.58, 1.10, -0.04)  0.142
H (3.63, 0.89, 1.43)  0.142
H (5.17, 0.30, 3.42)  0.175
H (3.70, 5.48, 1.03)  0.177
C (-1.43, -0.06, -0.37)  -0.020
C (-2.07, -0.98, 0.68)  -0.438
C (-1.63, -0.83, 2.14)  -0.303
F (-0.31, -1.13, 2.24)  0.090
F (-2.33, -1.69, 2.89)  0.112
F (-1.97, -2.27, 0.30)  0.147
F (-3.40, -0.64, 0.68)  0.090
O (-0.37, -0.64, -1.11)  0.068
C (0.92, -0.55, -0.74)  -0.551
C (1.59, -1.93, -0.60)  -0.271
F (1.00, -2.68, 0.34)  0.123
F (2.88, -1.70, -0.20)  0.052
F (1.11, 0.17, 0.38)  0.146
F (1.62, 0.07, -1.73)  0.128
H (-2.21, 0.12, -1.10)  0.150
H (-1.14, 0.89, 0.07)  0.152
H (-1.79, 0.19, 2.49)  0.176
H (1.59, -2.45, -1.56)  0.174
C (-6.99, -1.69, -1.24)  -0.043
C (-6.23, -0.57, -1.97)  -0.439
C (-6.03, 0.75, -1.22)  -0.311
F (-7.21, 1.35, -0.97)  0.106
F (-5.29, 1.57, -2.00)  0.094
F (-6.76, -0.34, -3.18)  0.148
F (-4.95, -1.05, -2.14)  0.081
O (-8.35, -1.83, -1.58)  0.055
C (-9.34, -1.20, -0.88)  -0.544
C (-10.22, -0.33, -1.79)  -0.285
F (-9.47, 0.62, -2.38)  0.102
F (-11.16, 0.27, -1.03)  0.104
F (-8.87, -0.49, 0.16)  0.150
F (-10.16, -2.16, -0.37)  0.141
H (-6.52, -2.60, -1.59)  0.151
H (-6.83, -1.61, -0.17)  0.150
H (-5.50, 0.58, -0.28)  0.159
H (-10.69, -0.95, -2.55)  0.175



Record 5
A molecular structure, C16H17FeN9OS2Se in a non-equilibrium geometry, computed with ωB97M-V/def2-TZVPD.

Computed properties:
Molecular weight: 550.31 g mol⁻¹
LUMO energy (spin up / spin down): -9.22 / -11.99 eV
Net charge: +3
E_HOMO (spin up / spin down): -0.6173 / -0.6188 Eh
E_tot: -5648.59352 Ha
2S+1: 6
Kohn-Sham gap (spin up / spin down): 7.577 / 4.846 eV

Each line ends with the Löwdin charge.
Geometry (Å):
Fe (0.84, 0.70, 0.03)  0.825
N (3.07, -1.47, -1.62)  0.176
C (3.48, -0.25, -1.26)  -0.622
N (2.82, 0.65, -0.57)  0.001
C (3.59, 1.75, -0.27)  -0.263
C (4.90, 1.63, -0.74)  -0.209
S (5.09, 0.20, -1.68)  1.231
C (2.93, 2.86, 0.35)  -0.265
C (3.43, 4.05, 0.84)  -0.261
S (2.26, 5.06, 1.50)  1.236
C (1.06, 3.80, 1.09)  -0.558
N (1.57, 2.70, 0.53)  0.030
N (-0.23, 3.99, 1.33)  0.202
H (2.08, -1.68, -1.64)  0.108
H (3.72, -2.07, -2.14)  0.144
H (5.75, 2.32, -0.64)  0.121
H (4.43, 4.43, 0.78)  0.106
H (-0.47, 4.96, 1.63)  0.162
H (-0.83, 3.32, 1.00)  0.083
C (-5.34, -0.64, -1.87)  0.021
N (-4.07, 0.05, -1.55)  -0.075
C (-2.77, -0.17, -2.23)  0.020
C (-1.84, 0.47, -1.17)  -0.437
O (-0.54, 0.57, -1.31)  -0.162
N (-2.48, 0.97, -0.20)  0.190
C (-3.85, 0.74, -0.43)  -0.350
N (-4.82, 1.12, 0.34)  0.269
H (-5.14, -1.45, -2.62)  0.119
H (-6.08, 0.07, -2.20)  0.095
H (-5.67, -1.13, -0.91)  0.120
H (-2.84, 0.33, -3.21)  0.155
H (-2.57, -1.24, -2.38)  0.144
H (-4.62, 1.43, 1.27)  0.136
H (-5.76, 1.10, 0.04)  0.123
Se (1.10, -0.27, 3.30)  1.222
N (0.65, -0.57, 1.58)  -0.353
C (0.54, -1.89, 1.40)  -0.358
C (0.18, -2.53, 0.20)  -0.046
C (0.40, -3.88, 0.18)  -0.037
C (0.86, -4.61, 1.30)  -0.040
C (0.95, -4.04, 2.53)  0.021
C (0.77, -2.65, 2.61)  -0.344
N (0.99, -1.93, 3.71)  -0.210
H (-0.25, -2.05, -0.69)  0.105
H (0.37, -4.45, -0.76)  0.133
H (1.20, -5.63, 1.12)  0.131
H (1.14, -4.69, 3.41)  0.158



Record 6
2 unconnected molecules or ions with the total composition C16H17N in a non-equilibrium geometry, computed with ωB97M-V/def2-TZVPD.

Computed properties:
Molecular weight: 223.32 g mol⁻¹
LUMO energy: 0.75 eV
Net charge: 0
E_HOMO: -0.2871 Eh
E_tot: -674.59339 Ha
Kohn-Sham gap: 8.560 eV
Relative energy (zero: lowest compared OMol25 entry of this formula, charge and spin): 1.721 eV

Each line ends with the Löwdin charge.
Geometry (Å):
C (1.51, 4.00, -0.74)  -0.042
C (1.43, 3.24, 0.56)  -0.246
C (0.77, 3.79, 1.62)  -0.033
N (0.83, 2.83, 2.69)  0.059
C (1.33, 1.66, 2.19)  -0.232
C (1.82, 0.55, 2.86)  -0.034
C (2.66, -0.33, 2.18)  -0.094
C (3.15, -0.06, 0.87)  -0.084
C (2.77, 1.11, 0.22)  -0.029
C (1.82, 1.88, 0.86)  -0.137
H (1.32, 5.06, -0.69)  0.073
H (0.73, 3.43, -1.29)  0.090
H (2.37, 3.66, -1.32)  0.064
H (0.17, 4.66, 1.82)  0.114
H (0.18, 2.83, 3.46)  0.138
H (1.69, 0.55, 3.96)  0.114
H (3.00, -1.21, 2.68)  0.087
H (3.92, -0.77, 0.66)  0.089
H (3.09, 1.40, -0.76)  0.104
C (-3.57, -2.33, 0.37)  -0.055
C (-2.67, -2.44, -0.83)  -0.289
C (-2.59, -1.41, -1.75)  -0.066
C (-1.84, -1.54, -2.91)  -0.095
C (-1.30, -2.79, -3.23)  -0.095
C (-1.41, -3.87, -2.33)  -0.081
C (-2.07, -3.66, -1.14)  -0.069
H (-4.57, -2.42, -0.04)  0.083
H (-3.36, -1.48, 1.03)  0.081
H (-3.38, -3.13, 1.09)  0.073
H (-2.83, -0.38, -1.51)  0.112
H (-1.37, -0.73, -3.47)  0.106
H (-0.84, -2.97, -4.20)  0.092
H (-0.90, -4.78, -2.61)  0.096
H (-1.90, -4.35, -0.32)  0.108